[1]
{
  "formula": "C16H23N4O3PPdS3",
  "method": "wB97M-V/def2-TZVPD",
  "total_charge": -1,
  "de_lowest_kcal_mol": 43.3,
  "energy_ev": -74347.2086,
  "e_homo_ev": [-3.4124, -3.4299],
  "gap_ev": [6.123, 6.140],
  "s2": 0.755,
  "multiplicity": 2,
  "species": ["Pd", "C", "C", "O", "P", "S", "S", "O", "C", "C", "H", "H", "H", "H", "H", "H", "H", "H", "H", "H", "O", "C", "C", "C", "C", "C", "C", "C", "N", "C", "C", "N", "H", "H", "H", "H", "H", "H", "H", "S", "C", "N", "C", "C", "N", "H", "H", "H", "H", "H", "H"],
  "positions_angstrom": [[0.267, -0.057, 0.639], [2.366, 4.540, 2.924], [2.846, 4.200, 1.527], [3.110, 2.803, 1.404], [2.019, 1.787, 0.717], [2.855, 0.010, 1.099], [0.182, 2.407, 1.159], [2.205, 2.129, -0.859], [3.521, 2.177, -1.410], [3.503, 1.516, -2.772], [2.207, 5.618, 3.014], [3.109, 4.227, 3.662], [1.431, 4.020, 3.125], [3.790, 4.706, 1.310], [2.103, 4.506, 0.786], [4.226, 1.669, -0.751], [3.819, 3.227, -1.490], [3.338, 0.444, -2.664], [4.458, 1.686, -3.276], [2.700, 1.930, -3.383], [-1.651, 0.089, -0.525], [-2.534, -0.817, -0.369], [-3.912, -0.452, -0.228], [-4.915, -1.379, -0.092], [-4.624, -2.751, -0.093], [-3.307, -3.143, -0.213], [-2.255, -2.228, -0.339], [-0.878, -2.713, -0.338], [0.224, -2.015, -0.566], [1.284, -2.882, -0.415], [0.832, -4.120, -0.098], [-0.544, -4.006, -0.061], [-4.124, 0.611, -0.222], [-5.941, -1.050, 0.037], [-5.410, -3.489, 0.011], [-3.095, -4.209, -0.220], [2.297, -2.546, -0.559], [1.340, -5.043, 0.123], [-1.183, -4.712, 0.250], [-0.715, -1.452, 2.644], [-0.513, -0.186, 3.715], [-1.205, -0.157, 4.922], [-0.421, 0.565, 5.923], [0.979, 0.518, 5.320], [0.682, 0.416, 3.901], [-2.179, 0.099, 4.855], [-0.483, 0.067, 6.889], [-0.751, 1.601, 6.048], [1.549, -0.350, 5.664], [1.543, 1.422, 5.548], [1.399, 0.034, 3.290]]
}

[2]
{
  "formula": "C31H34EuI2N3OS4Te",
  "method": "wB97M-V/def2-TZVPD",
  "total_charge": -2,
  "de_lowest_kcal_mol": 17.6,
  "energy_ev": -125381.9253,
  "e_homo_ev": [-0.6782, -0.7057],
  "gap_ev": [3.934, 3.961],
  "s2": 12.034,
  "multiplicity": 7,
  "species": ["Eu", "C", "N", "C", "C", "N", "C", "C", "C", "C", "C", "C", "C", "S", "C", "C", "C", "C", "C", "C", "S", "H", "H", "H", "H", "H", "H", "H", "H", "H", "H", "H", "H", "H", "H", "H", "H", "H", "H", "I", "C", "C", "C", "I", "C", "C", "C", "C", "N", "C", "C", "O", "H", "H", "H", "H", "C", "C", "S", "C", "C", "S", "H", "H", "H", "H", "H", "H", "C", "Te", "C", "H", "H", "H", "H", "H", "H"],
  "positions_angstrom": [[0.036, 0.834, -1.433], [2.506, 3.560, 0.694], [2.852, 2.347, 1.540], [2.597, 2.453, 2.982], [1.101, 2.064, 3.216], [0.624, 0.696, 2.758], [-0.802, 0.629, 2.601], [1.330, -0.450, 2.912], [2.042, -0.742, 4.121], [2.912, -1.802, 4.220], [3.093, -2.691, 3.133], [2.203, -2.613, 2.051], [1.409, -1.503, 1.864], [0.539, -1.503, 0.351], [3.590, 1.283, 1.095], [4.472, 0.551, 1.942], [5.108, -0.574, 1.511], [4.849, -1.091, 0.285], [4.039, -0.427, -0.601], [3.497, 0.859, -0.298], [2.785, 1.603, -1.665], [1.410, 3.560, 0.555], [2.870, 3.442, -0.323], [2.761, 4.533, 1.190], [2.819, 3.471, 3.291], [3.186, 1.723, 3.581], [0.427, 2.818, 2.664], [0.885, 2.095, 4.295], [-1.267, 1.013, 3.540], [-1.180, 1.232, 1.765], [-1.096, -0.410, 2.427], [1.859, -0.107, 4.959], [3.547, -1.789, 5.110], [3.796, -3.511, 3.217], [2.008, -3.429, 1.406], [4.657, 1.042, 2.907], [5.766, -1.097, 2.224], [5.326, -1.996, -0.075], [3.804, -0.850, -1.584], [-1.071, 3.866, -5.914], [-0.921, 1.806, -5.801], [-1.308, 1.073, -6.892], [-1.014, -0.289, -7.003], [-1.358, -1.043, -8.931], [-0.506, -1.006, -5.857], [-0.292, -2.385, -5.791], [-0.007, -3.020, -4.565], [0.164, -2.174, -3.467], [0.094, -0.813, -3.460], [-0.266, -0.250, -4.610], [-0.532, 1.173, -4.557], [-0.271, 1.859, -3.501], [-1.829, 1.579, -7.669], [-0.455, -2.925, -6.740], [0.092, -4.098, -4.382], [0.445, -2.667, -2.581], [-4.152, 3.530, 0.412], [-3.088, 2.578, -0.098], [-1.449, 3.112, -0.198], [-3.523, 1.278, -0.529], [-4.936, 0.819, -0.066], [-2.756, 0.174, -1.614], [-3.765, 4.558, 0.371], [-4.438, 3.240, 1.458], [-5.065, 3.365, -0.214], [-5.080, 1.045, 1.004], [-4.996, -0.274, -0.212], [-5.749, 1.293, -0.649], [-2.172, -3.747, 1.527], [-3.541, -2.146, 1.787], [-5.382, -3.110, 2.338], [-2.166, -4.181, 2.544], [-1.216, -3.302, 1.286], [-2.594, -4.388, 0.811], [-5.988, -2.490, 3.015], [-5.215, -4.050, 2.848], [-6.057, -3.214, 1.470]]
}

Question: The lowest multiplicity belongs to which entry?
Answer: C16H23N4O3PPdS3

Question: What is the formula in the second record?
Answer: C31H34EuI2N3OS4Te

Question: Number 2 is which compound?
Answer: C31H34EuI2N3OS4Te

Question: What is the multiplicity in the first record?
Answer: 2